# 1
ORCA calculation (the ωB97M-V functional and the def2-TZVPD basis) on a 3-piece molecular cluster, C32H61N4O8 overall at a distorted geometry.

Output
HOMO energy: -11.864 eV
Frontier orbital gap: 0.3065 Eh
Lowest unoccupied orbital energy: -3.5 eV
Maximum force: 1.1 eV Å⁻¹
Charge: +1

Last column: Löwdin charge in e.
Geometry (Å):
C 2.8938 -4.8158 4.1304  -0.096
C 2.8056 -3.3434 3.7218  -0.247
C 2.2288 -3.1113 2.3244  -0.210
C 1.1256 -2.0716 2.2830  -0.233
C 1.5975 -0.6614 2.5618  -0.201
C 2.2181 0.0032 1.3451  -0.188
C 1.2068 0.6242 0.3778  -0.201
C 1.0348 2.1138 0.6108  -0.196
C 0.3257 2.4671 1.9080  -0.201
C -1.0812 1.9031 2.0331  -0.189
C -2.1141 2.8517 1.3881  -0.185
C -3.0657 2.2392 0.3787  -0.123
C -4.0719 1.2627 0.9165  -0.118
C -4.4728 1.2749 2.2604  0.047
C -5.4546 0.4105 2.7118  0.052
C -6.0700 -0.4872 1.8492  -0.102
C -7.1833 -1.3461 2.3636  -0.093
C -6.6732 -2.5254 3.2020  -0.251
O -7.0890 -2.3018 4.5268  -0.041
C -5.6332 -0.4943 0.5148  -0.192
O -6.2399 -1.1948 -0.4441  -0.014
C -6.0890 -2.6307 -0.4628  -0.185
C -6.5222 -3.1646 -1.8110  -0.033
N -4.6668 0.3638 0.0768  0.091
C -4.3672 0.3785 -1.3725  -0.077
C -3.6278 -0.8447 -1.8857  -0.144
C -2.5626 -1.4028 -0.9639  -0.180
C -2.0926 -2.7457 -1.4857  -0.209
N -1.3678 -3.5212 -0.4702  0.014
C -2.2563 -4.1665 0.4309  -0.560
N -2.9197 -5.1704 0.0757  0.161
N -2.2965 -3.6074 1.7370  0.124
H 2.5325 -5.4741 3.3520  0.061
H 2.3131 -5.0180 5.0197  0.066
H 3.9084 -5.1098 4.3492  0.065
H 2.2453 -2.7948 4.4674  0.099
H 3.8120 -2.9496 3.7410  0.100
H 3.0126 -2.8618 1.6217  0.106
H 1.8060 -4.0428 1.9666  0.098
H 0.6110 -2.1359 1.3292  0.089
H 0.3966 -2.3491 3.0391  0.105
H 2.3397 -0.6977 3.3526  0.111
H 0.7767 -0.0698 2.9539  0.095
H 2.9326 0.7578 1.6503  0.102
H 2.7727 -0.7545 0.8028  0.107
H 0.2684 0.0835 0.4392  0.077
H 1.5610 0.4791 -0.6353  0.111
H 2.0381 2.5149 0.6738  0.099
H 0.5599 2.5794 -0.2456  0.111
H 0.9392 2.1672 2.7497  0.108
H 0.2476 3.5454 1.9656  0.111
H -1.3316 1.7589 3.0763  0.110
H -1.1667 0.9366 1.5500  0.090
H -1.5601 3.5866 0.8219  0.111
H -2.6446 3.4120 2.1450  0.111
H -3.6331 3.0485 -0.0756  0.143
H -2.4752 1.7793 -0.3957  0.110
H -4.0315 1.9648 2.9487  0.118
H -5.7655 0.4655 3.7401  0.141
H -7.8067 -1.7047 1.5639  0.115
H -7.7568 -0.7373 3.0448  0.129
H -7.0737 -3.4580 2.8142  0.118
H -5.5899 -2.5992 3.1366  0.111
H -7.0310 -3.1214 5.0202  0.097
H -6.7064 -3.0725 0.3073  0.108
H -5.0640 -2.9063 -0.2517  0.106
H -5.7827 -3.8315 -2.2268  0.082
H -7.4474 -3.7106 -1.7191  0.081
H -6.7166 -2.3477 -2.4900  0.087
H -5.3155 0.4666 -1.8798  0.141
H -3.8080 1.2605 -1.6130  0.111
H -3.1385 -0.5423 -2.8010  0.133
H -4.3247 -1.6262 -2.1395  0.090
H -2.9366 -1.5514 0.0449  0.091
H -1.7024 -0.7471 -0.8840  0.111
H -2.9452 -3.3107 -1.8523  0.104
H -1.4294 -2.6008 -2.3263  0.127
H -0.8823 -4.2595 -0.9658  0.120
H -3.4136 -5.5606 0.8712  0.057
H -3.1427 -3.0608 1.8479  0.061
H -1.5196 -2.9646 1.8311  0.050
C 5.0131 2.7397 -0.4759  -0.036
O 4.3613 2.5478 -1.7319  -0.001
C 4.7603 3.3908 -2.6879  -0.625
O 5.5929 4.2482 -2.5668  0.120
O 4.0952 3.1131 -3.8024  0.006
C 4.4615 3.9483 -4.9135  -0.020
H 4.5940 1.9971 0.1977  0.077
H 6.0869 2.5860 -0.5597  0.095
H 4.8149 3.7366 -0.0865  0.102
H 5.5179 3.8360 -5.1478  0.091
H 4.2442 4.9903 -4.6919  0.100
H 3.8552 3.6120 -5.7485  0.094
C 10.6677 5.2412 -6.5682  -0.037
O 10.7118 4.4395 -5.3850  0.008
C 9.5201 4.1675 -4.8610  -0.625
O 8.4580 4.5269 -5.3000  0.118
O 9.7010 3.4173 -3.7773  0.012
C 8.4861 3.0799 -3.1021  -0.043
H 11.7002 5.3769 -6.8737  0.094
H 10.1131 4.7338 -7.3545  0.097
H 10.2136 6.2073 -6.3598  0.097
H 7.8267 2.5261 -3.7688  0.096
H 7.9825 3.9680 -2.7395  0.081
H 8.7707 2.4486 -2.2641  0.095

# 2
ORCA calculation (the ωB97M-V functional and the def2-TZVPD basis) on FeH16O8 as an isolated structure at a distorted geometry.

Output
HOMO energy (spin up / spin down): -22.726 / -22.684 eV
Multiplicity: 6
<S²>: 8.75
Frontier orbital gap (spin up / spin down): 0.4395 / 0.2750 Eh
Lowest unoccupied orbital energy (spin up / spin down): -10.8 / -15.2 eV
Maximum force: 1.6 eV Å⁻¹
Charge: +3

Last column: Löwdin charge in e.
Geometry (Å):
Fe -0.1361 -0.1666 -0.0186  1.226
O -1.8829 0.2288 -1.1146  -0.016
H -2.3059 1.0850 -1.0484  0.122
H -2.5072 -0.3104 -1.6001  0.137
O 0.3788 -0.0639 -2.0586  -0.017
H 1.2720 0.0315 -2.3893  0.105
H -0.1747 0.0177 -2.8353  0.130
O -1.6799 0.8640 1.4922  -0.027
H -1.4245 1.3248 2.2913  0.106
H -2.5821 0.5873 1.6526  0.113
O -0.0155 1.9208 -0.2015  -0.013
H -0.3144 2.4402 0.5450  0.109
H 0.0039 2.5392 -0.9318  0.135
O -1.2267 -1.6732 0.7027  -0.005
H -2.1518 -1.8940 0.5940  0.136
H -0.9504 -2.1696 1.4730  0.129
O 0.8335 -0.0859 1.7115  -0.001
H 0.8176 0.5198 2.4524  0.139
H 1.2307 -0.8833 2.0618  0.126
O 2.4371 0.7309 -0.5181  -0.034
H 2.9252 0.4745 -1.3005  0.076
H 3.1092 1.0125 0.1025  0.094
O 1.2454 -1.8566 -0.2590  -0.011
H 1.5493 -2.5523 0.3240  0.123
H 1.5494 -2.1212 -1.1272  0.114

# 3
ORCA calculation (the ωB97M-V functional and the def2-TZVPD basis) on C48H53AlN4O2PSTe as an isolated structure at a distorted geometry.

Output
HOMO energy (spin up / spin down): -11.671 / -11.570 eV
Multiplicity: 2
<S²>: 0.75
Frontier orbital gap (spin up / spin down): 0.1714 / 0.1676 Eh
Lowest unoccupied orbital energy (spin up / spin down): -7.0 / -7.0 eV
Maximum force: 3.8 eV Å⁻¹
Charge: +2

Last column: Löwdin charge in e.
Geometry (Å):
Al -0.0488 -1.2234 -0.3400  0.090
C 1.1946 -4.0036 0.8468  -0.206
C -0.2029 -3.7341 1.3262  -0.191
N -1.0234 -3.1715 0.2371  -0.094
C -1.3998 -4.1185 -0.8833  -0.219
C -0.5853 -4.0975 -2.1374  -0.414
S 0.6438 -2.7852 -2.5863  0.975
C 2.2051 -3.6201 -2.1809  -0.389
C 2.7444 -3.0221 -0.7971  -0.188
N 1.7210 -2.8040 0.2952  -0.109
H 1.2084 -4.8291 0.1572  0.125
H 1.8383 -4.2691 1.6771  0.136
H -0.1975 -3.1026 2.2396  0.098
H -0.6996 -4.6335 1.6200  0.118
H -1.9466 -2.9531 0.6927  0.115
H -2.5419 -4.0233 -1.0071  0.151
H -1.3577 -5.1656 -0.4724  0.133
H -1.3015 -4.1667 -3.0377  0.113
H -0.0211 -5.0411 -2.1830  0.078
H 2.8001 -3.3111 -3.0142  0.060
H 2.2471 -4.6992 -2.1540  0.079
H 3.1294 -2.0070 -1.0215  0.109
H 3.5363 -3.6402 -0.3729  0.119
H 2.1255 -2.2350 1.0617  0.128
O -0.9497 -0.7490 -1.8392  -0.291
N -1.2558 -0.9013 1.6495  -0.027
C -1.1983 0.3959 1.3696  -0.117
C -1.4868 1.3867 2.3307  -0.194
C -1.2640 2.7774 2.2584  0.043
C -1.1032 3.4272 3.4855  0.006
C -1.2880 2.7109 4.7161  0.009
C -1.8663 1.4209 4.7559  -0.017
C -2.0554 0.7662 3.5368  -0.215
P -2.0839 -0.9722 3.1892  1.119
C -3.7645 -1.4036 2.7721  -0.326
C -4.6314 -0.3501 2.3947  -0.076
C -5.9100 -0.6859 2.0701  -0.046
C -6.4004 -2.0608 2.0584  -0.002
C -5.5610 -3.0325 2.6290  -0.050
C -4.2214 -2.7171 2.9077  -0.097
C -1.8600 -1.8799 4.7885  -0.284
C -2.9325 -2.0476 5.7256  -0.032
C -2.6196 -2.5416 7.0193  -0.028
C -1.3296 -2.8790 7.3759  -0.069
C -0.3181 -2.8087 6.4620  -0.035
C -0.5529 -2.2066 5.1575  -0.060
H -1.7101 -1.2148 -2.2588  0.048
H -0.8585 0.6855 0.3405  0.117
H -1.2383 3.2717 1.2632  0.148
H -0.9031 4.4619 3.4701  0.109
H -1.0362 3.1914 5.6648  0.125
H -2.0750 0.8940 5.7061  0.130
H -4.2802 0.7037 2.2998  0.126
H -6.6433 0.0654 1.7044  0.128
H -7.4215 -2.2992 1.8414  0.108
H -5.9380 -4.0342 2.8854  0.124
H -3.4870 -3.4843 3.1428  0.112
H -3.9373 -1.8445 5.4704  0.098
H -3.3507 -2.5371 7.7682  0.103
H -1.1121 -3.3254 8.3404  0.127
H 0.7696 -3.0355 6.7327  0.144
H 0.2386 -2.1116 4.4942  0.071
C -1.7343 0.9852 -8.2700  -0.050
C -1.1928 1.3096 -6.9184  -0.265
C 0.2120 1.4085 -6.8030  -0.011
C 0.8191 1.7208 -5.6067  -0.307
C 2.3368 1.8490 -5.6139  -0.068
C 0.0365 1.8885 -4.4415  -0.353
Te 1.0321 1.8078 -2.5094  1.838
N 1.4618 -0.0917 -0.2348  0.009
C 2.3221 0.7894 0.1585  -0.586
O 2.3644 1.9692 -0.4094  -0.261
C 3.3977 0.6946 1.2516  -0.104
C 4.7588 1.1841 1.1189  -0.032
C 5.6348 1.2392 2.1633  -0.072
C 5.2786 0.7404 3.4677  -0.039
C 3.9121 0.4932 3.6616  -0.107
C 3.0472 0.4566 2.5955  -0.090
C 1.7889 3.8134 -2.4300  -0.367
C 0.8390 4.9091 -2.1627  -0.091
C 1.3544 6.2179 -1.9663  -0.076
C 2.7270 6.4660 -2.1686  -0.069
C 3.6286 5.4199 -2.3565  -0.047
C 3.1792 4.1035 -2.4520  -0.298
C 4.2299 2.9851 -2.4915  -0.072
C -1.3776 1.7345 -4.5148  -0.289
C -2.3666 1.9501 -3.3527  -0.060
C -1.9266 1.4780 -5.7695  -0.033
H -2.7875 1.3310 -8.2705  0.083
H -1.8184 -0.1244 -8.4214  0.102
H -1.2102 1.4601 -9.1233  0.094
H 0.8218 1.2400 -7.6950  0.125
H 2.7386 1.5261 -6.5921  0.087
H 2.8935 1.2491 -4.8976  0.051
H 2.6369 2.9034 -5.3781  0.097
H 5.1840 1.5057 0.1808  0.098
H 6.6587 1.5422 1.9809  0.106
H 6.0287 0.5626 4.2054  0.095
H 3.5113 0.1508 4.5947  0.090
H 2.0011 0.1454 2.7793  0.094
H -0.2313 4.7213 -2.0288  0.082
H 0.6973 7.0515 -1.7194  0.103
H 3.0921 7.4625 -2.2323  0.098
H 4.7093 5.6720 -2.1144  0.145
H 4.7621 3.0738 -3.4499  0.089
H 3.8723 2.0141 -2.4002  0.005
H 5.0643 3.1657 -1.7681  0.097
H -2.6411 1.0492 -2.7906  0.058
H -3.2657 2.3214 -3.8566  0.080
H -1.9206 2.7107 -2.6696  0.058
H -2.9920 1.3645 -5.9229  0.119

# 4
ORCA calculation (the ωB97M-V functional and the def2-TZVPD basis) on a 2-piece molecular cluster, C5H10O overall at a distorted geometry.

Output
HOMO energy: -9.787 eV
SMILES: C1C[C@H]2C[C@@H]12.O
Frontier orbital gap: 0.3983 Eh
Lowest unoccupied orbital energy: 1.1 eV
Maximum force: 1.6 eV Å⁻¹
Charge: 0

Last column: Löwdin charge in e.
Geometry (Å):
O -0.1329 -2.4674 0.9229  -0.085
C -0.4601 -0.4943 -0.8949  -0.138
C 0.5473 0.5858 -1.3192  -0.151
C 0.1793 1.4274 -0.1101  -0.259
C 0.7015 0.8487 1.1533  -0.084
C -0.5904 0.2851 0.5272  -0.215
H -1.0151 -2.6988 0.6107  0.042
H -1.4515 -0.4013 -1.3602  0.107
H -0.1046 -1.5098 -1.2048  0.108
H 0.4146 1.0395 -2.2981  0.105
H 1.5737 0.2054 -1.2284  0.113
H -0.1777 2.4448 -0.1778  0.131
H 1.6144 0.2590 1.1841  0.108
H 0.6128 1.5289 2.0130  0.111
H -0.2215 -1.5123 1.0414  -0.027
H -1.4899 0.4593 1.1410  0.133

Which of these has the lowest maximum force? C32H61N4O8